73
Properties=species:S:1:pos:R:3:forces:R:3:mulliken_charge:R:1 method="wB97M-V/def2-TZVPD" spin_multiplicity=3 homo_ev="-2.266 / -5.011" total_charge=-1 gap_ev="4.74 / 7.47"
Ti 0.695639 0.603339 -0.064782 0.55 0.75 -1.85 -0.403
N 2.797002 -2.418699 -2.131960 -0.10 -0.03 -0.05 -0.214
C 2.141906 -3.330807 -1.289623 0.03 -0.01 -0.04 -1.199
C 1.230626 -2.631051 -0.580808 -0.13 0.16 0.06 -0.735
N 1.294824 -1.285843 -0.882933 0.09 0.07 -0.20 1.143
C 2.293435 -1.169662 -1.805123 -0.04 0.05 0.12 -0.117
C 2.659622 0.094413 -2.257708 0.09 -0.19 -0.01 -0.436
N 2.112132 1.187241 -1.690837 -0.12 -0.15 0.22 0.922
C 2.629886 2.262610 -2.374094 -0.10 0.02 0.05 -0.538
C 3.489031 1.852840 -3.334031 0.00 -0.05 0.00 -0.890
N 3.567448 0.452289 -3.239756 0.00 0.12 0.03 -0.186
H 3.738803 -2.552964 -2.455274 0.03 0.01 0.04 0.242
H 2.352323 -4.384789 -1.320644 0.00 -0.01 -0.01 0.441
H 0.503173 -3.003720 0.121903 -0.02 0.00 0.00 0.599
H 2.346905 3.271094 -2.120916 0.01 0.00 0.01 0.464
H 4.073672 2.409642 -4.043473 0.01 -0.01 -0.01 0.424
H 3.744113 -0.129264 -4.040594 -0.02 -0.01 -0.01 0.247
N -1.239308 3.679102 -0.552605 0.14 -0.04 -0.09 0.054
C -0.498481 3.571018 0.614808 -0.27 0.11 -0.24 0.146
N -0.569659 4.472700 1.579006 0.21 -0.16 0.13 -0.601
N 0.242345 3.969278 2.540135 -0.17 0.18 -0.04 -0.729
N 0.745574 2.849748 2.174125 0.07 -0.20 -0.29 -0.328
N 0.304722 2.557766 0.911864 -0.03 -0.14 0.26 0.865
C -1.192107 2.767804 -1.589898 -0.02 0.24 0.30 -0.140
N -1.669998 3.037222 -2.791690 0.10 -0.35 -0.08 -0.552
N -1.467752 1.875612 -3.475652 -0.17 0.32 -0.05 -0.874
N -0.920464 0.994490 -2.734332 0.14 -0.03 0.39 -0.183
N -0.729419 1.524546 -1.481859 0.12 -0.18 -0.18 0.737
H -1.543424 4.603720 -0.802675 -0.02 0.02 0.03 0.241
C 6.371587 -0.132637 3.745861 -0.03 -0.02 0.03 -0.799
O 5.313862 -0.711833 4.485359 0.05 0.01 0.01 -0.463
C 4.074022 -0.645397 3.934941 -0.03 -0.10 0.18 0.928
C 3.043810 -1.200664 4.737831 0.11 0.11 -0.20 -1.071
C 1.770806 -1.167410 4.264222 -0.02 0.03 -0.08 -1.231
C 1.428469 -0.612843 3.000686 -0.26 -0.23 0.41 0.444
C 0.060782 -0.599475 2.568710 0.48 0.06 0.13 1.043
C -1.105681 -1.064841 3.394318 -0.04 -0.02 0.04 -1.845
O -0.243717 -0.176208 1.435433 -0.62 -0.29 0.55 1.109
C 2.477114 -0.056680 2.201850 0.21 0.08 -0.08 0.637
O 2.319930 0.475759 1.044254 -0.17 -0.05 0.41 -0.380
C 3.807830 -0.094861 2.712901 -0.20 -0.02 0.00 -0.599
H 7.265875 -0.255472 4.351240 0.01 0.00 -0.01 0.236
H 6.186860 0.929771 3.570393 0.04 0.00 -0.02 0.328
H 6.502194 -0.642227 2.787711 0.03 0.03 0.00 0.317
H 3.292281 -1.623308 5.700070 0.02 -0.01 0.02 0.419
H 0.991103 -1.586859 4.882921 -0.01 0.00 -0.01 0.208
H -0.861481 -1.446110 4.378885 0.05 0.00 -0.01 0.463
H -1.636850 -1.830659 2.827511 0.00 0.01 -0.03 0.273
H -1.787216 -0.220498 3.506108 0.01 0.02 -0.02 0.290
H 4.567009 0.341141 2.081060 -0.02 0.00 0.02 0.412
C -4.665598 1.512308 -1.440880 0.05 0.03 -0.08 -0.522
C -4.014426 1.540912 -0.069796 -0.02 -0.10 0.05 -0.457
N -3.232629 0.319756 0.149368 0.00 -0.12 -0.06 -0.135
C -3.068443 -0.632058 -0.849288 0.01 0.37 -0.10 -0.154
N -1.972889 -1.284309 -0.943647 0.00 -0.35 0.32 -0.026
C -1.953490 -2.205892 -2.059822 0.03 0.14 -0.09 -0.708
C -3.208946 -3.071253 -2.067602 -0.07 -0.05 -0.03 -0.785
C -4.441589 -2.166817 -2.146411 -0.02 0.09 -0.01 -0.771
N -4.126688 -0.807146 -1.726323 0.04 -0.06 0.05 0.293
C -5.228949 0.125047 -1.682832 -0.06 -0.05 0.06 -0.920
H -3.920012 1.723834 -2.212439 -0.04 0.03 0.02 0.149
H -5.444594 2.273319 -1.505662 -0.01 -0.02 0.02 0.461
H -4.786914 1.614156 0.704754 0.00 0.01 -0.02 0.528
H -3.363665 2.412041 0.023551 -0.03 -0.01 0.01 0.015
H -2.352679 0.466787 0.619482 0.09 0.00 0.03 0.141
H -1.049103 -2.812835 -2.008508 -0.03 -0.04 0.02 0.260
H -1.905718 -1.633979 -2.997384 0.03 0.00 0.01 0.320
H -3.235600 -3.665692 -1.151281 0.02 0.03 0.02 0.337
H -3.208000 -3.765785 -2.911128 0.01 -0.02 0.02 0.390
H -5.253233 -2.565715 -1.518754 0.00 -0.02 -0.03 0.279
H -4.828867 -2.112604 -3.168970 0.04 0.00 0.00 0.410
H -5.951198 -0.139171 -0.890277 -0.01 0.01 -0.03 0.330
H -5.757896 0.066756 -2.638963 0.03 0.01 0.00 0.450



30
Properties=species:S:1:pos:R:3:forces:R:3:mulliken_charge:R:1 method="wB97M-V/def2-TZVPD" homo_ev=-4.371 total_charge=-1 gap_ev=6.49
Cs -0.739277 -0.748113 -0.659425 -0.63 0.74 -1.95 1.068
Cl 0.262972 -1.469959 4.088250 -0.04 -0.02 0.14 -0.245
C 1.587740 -1.426163 2.966199 -0.15 -0.05 -0.24 0.372
C 2.873072 -1.238738 3.453140 0.25 0.01 -0.20 -0.698
C 3.939063 -1.203670 2.587856 -0.11 -0.01 0.25 0.643
Cl 5.548461 -1.002097 3.241674 0.07 0.02 0.00 -0.303
C 3.741414 -1.304014 1.199330 -0.17 0.04 -0.16 0.329
C 4.780712 -1.196705 0.249104 -0.02 -0.02 -0.10 -0.729
C 4.488427 -1.233642 -1.085177 0.06 0.01 0.13 -0.502
C 3.147357 -1.383188 -1.477687 -0.12 -0.01 0.01 -0.417
N 2.156468 -1.513941 -0.628673 0.27 -0.17 -0.14 -0.485
C 2.416022 -1.487051 0.698589 0.31 0.05 0.26 0.094
C 1.275289 -1.632371 1.599280 0.23 -0.16 0.69 0.430
O 0.112688 -1.897710 1.188764 1.27 -1.47 2.24 -1.110
H 3.040304 -1.126305 4.515576 -0.05 -0.01 0.01 0.429
H 5.797654 -1.072712 0.596243 0.00 0.01 -0.02 0.368
H 5.267310 -1.137426 -1.829956 -0.01 -0.01 -0.02 0.374
H 2.885096 -1.388469 -2.531501 0.01 -0.01 0.00 0.403
F -7.124534 1.919363 -1.111769 -0.11 0.00 0.03 -0.320
C -5.796477 1.934943 -1.303639 0.17 0.01 -0.02 0.602
C -5.089908 0.758359 -1.459489 -0.10 -0.06 -0.02 -0.107
F -5.738781 -0.416717 -1.418717 -0.06 -0.04 0.01 -0.319
C -3.727602 0.789430 -1.666622 0.06 0.40 0.01 0.386
F -3.100175 -0.403189 -1.817440 -0.93 0.10 -0.47 -0.401
C -2.973607 1.973753 -1.725054 -0.58 -0.05 0.06 0.019
S -1.292206 2.010700 -2.001346 0.47 0.86 -0.51 -0.629
C -3.736208 3.145462 -1.548164 0.05 -0.34 -0.01 0.239
F -3.130912 4.335193 -1.574250 0.01 0.16 -0.01 -0.336
C -5.099241 3.131959 -1.348978 -0.08 -0.05 0.01 0.153
F -5.771110 4.283020 -1.196119 -0.06 0.07 0.02 -0.311



Ordered relative energy (zero: lowest compared OMol25 entry of this formula, charge and spin) results: 0.0 22.5; unit kcal per mole.
Ordered electronic energy results: -2883.431114 -2542.130146; unit a.u..
Ordered max |F| results: 2.068 2.968; unit eV/Å.